No. 1
Molecular formula: C29H48Cl2N3O4SiSm
Method: DFT, ωB97M-V with the def2-TZVPD basis set

Element x y z (Å)
C -1.39866 3.52853 -1.64653
C -2.26570 2.56684 -2.36431
H -0.55030 3.85054 -2.26983
H -1.01091 3.07404 -0.72744
H -1.95356 4.43206 -1.33957
C -2.87619 2.90684 -3.52139
C -2.70748 4.20786 -4.22560
H -3.57229 2.23972 -4.02757
H -1.66321 4.54778 -4.35722
H -3.26056 4.97642 -3.66029
H -3.17965 4.16229 -5.21689
Sm -0.00653 0.60967 1.01869
Cl -1.79335 2.20153 1.89568
C -0.90195 -2.55371 1.71079
O -0.20841 -1.63112 1.15140
N -0.86481 -3.82476 1.34243
C 0.14245 -4.38722 0.42148
C -2.00498 -4.67306 1.70941
H -1.59694 -2.29452 2.52274
H 1.16988 -4.21307 0.77967
H 0.04461 -3.99817 -0.60328
H -0.03832 -5.46554 0.37869
H -2.28314 -4.53132 2.76162
H -1.73039 -5.71667 1.53661
H -2.88075 -4.43129 1.08687
H 3.78714 -2.64276 3.44721
H 3.97216 -0.91110 5.74963
C 4.32460 -1.79073 3.00764
C 4.49520 -0.33230 4.97099
N 3.93850 -0.55027 3.64308
H 4.10230 -1.74529 1.94014
C 2.91715 0.17443 3.17738
O 2.21634 -0.13267 2.17262
H 4.43977 0.72391 5.25180
H 2.69688 1.08604 3.74404
H 5.39870 -1.92476 3.16677
H 5.54482 -0.64876 4.97463
H 4.99558 4.03088 0.02602
H 2.19012 3.27254 -2.13043
C 5.03676 3.11921 -0.58189
C 3.13585 2.71580 -2.16273
N 3.71606 2.56946 -0.82789
H 5.68329 2.40121 -0.07120
C 2.98978 2.07648 0.16799
O 1.78329 1.68792 0.00488
H 2.94177 1.73739 -2.61752
H 3.48127 2.03140 1.15308
H 5.48027 3.37293 -1.55264
H 3.87187 3.25835 -2.76301
O -1.16395 0.70524 -1.05568
C -2.45139 1.20483 -1.67710
C -3.07109 0.05507 -3.98498
C -3.29572 0.24112 -2.58688
H -2.23064 0.52718 -4.50188
C -3.92142 -0.71386 -4.80949
H -3.07096 1.39276 -0.78518
C -4.48514 -0.33767 -2.09728
H -3.66934 -0.81842 -5.86639
C -5.06580 -1.29630 -4.28238
C -5.33302 -1.09119 -2.92612
H -4.74807 -0.22020 -1.04658
H -5.68947 -1.93718 -4.90690
H -6.25239 -1.51656 -2.51614
Si -0.44323 -0.50613 -2.59944
Cl -0.07997 1.03686 -3.97219
C -0.52353 -1.61971 -4.21456
C -1.54249 -1.88802 -1.71473
C 1.17297 -0.99910 -1.78723
H -1.21459 -2.47069 -4.21500
H 0.51094 -2.00936 -4.21908
H -0.68173 -1.08593 -5.16728
H 1.76486 -0.15075 -1.42209
H 1.78090 -1.54877 -2.52191
H 1.00299 -1.67352 -0.93800
H -2.54299 -1.94410 -2.15926
H -1.63982 -1.68875 -0.63832
H -0.99817 -2.82643 -1.87338
C 0.22136 0.39689 6.83996
C -0.01199 1.56495 6.11747
C -0.02461 1.52887 4.68866
C 0.17529 0.33717 4.07323
C 0.38043 -0.84293 4.73207
C 0.42010 -0.81252 6.14880
H 0.25512 0.41550 7.93209
H -0.18535 2.51641 6.62516
H -0.22175 2.45175 4.15292
H 0.51711 -1.80209 4.22413
H 0.60823 -1.73740 6.70423

Cartesian forces (eV/Å) of the 2 atoms listed first:
C 0.512 0.566 0.591
C -0.741 -0.485 -1.110

The value obtained for the energy above the lowest of the compared OMol25 structures with the same formula, charge and spin is 348.9 kJ/mol. The calculation puts the LUMO energy (spin up / spin down) at 0.00068 / 0.00071 Eh. As for the spin multiplicity: 6. The orbital gap (spin up / spin down) comes out at 5.98 / 6.07 eV. The value obtained for the calculated total energy is -3466.91144 hartree. For the HOMO energy (spin up / spin down), the calculation gives -6.0 / -6.1 eV.

---

No. 2
Molecular formula: C29H48ClFN4O8
Method: DFT, ωB97M-V with the def2-TZVPD basis set

Element x y z (Å)
C -6.15800 1.03704 1.83488
C -5.96238 2.04223 0.71169
C -4.50995 2.15187 0.16675
N -3.59658 1.15048 0.78380
C -2.62818 0.59338 -0.04841
C -2.97625 -0.11238 -1.21598
C -1.99246 -0.65473 -2.04890
C -0.65169 -0.54969 -1.73910
C -0.32215 0.13805 -0.58364
F 0.99605 0.26324 -0.30738
C -1.25317 0.70326 0.28038
C -0.73292 1.44426 1.49420
Cl -1.42767 0.81781 3.02700
C -0.85397 2.98717 1.30077
C -1.78140 3.76408 2.23796
C -2.38760 -1.36844 -3.29289
O -1.76217 -2.30251 -3.70690
C -3.62453 -0.84659 -3.94292
C -3.78910 -0.83057 -5.43850
O -2.69874 -1.44743 -6.11120
N -2.15826 -0.57308 -7.12569
O -1.11210 -0.18235 -6.82102
C -4.56660 -0.37686 -3.12985
C -4.37825 -0.35043 -1.65561
O -5.31021 -0.51255 -0.91509
H -5.92966 0.02084 1.54024
H -7.20991 1.05696 2.12139
H -5.58889 1.29426 2.72470
H -6.66438 1.83786 -0.09169
H -6.23185 3.01368 1.12460
H -4.14818 3.13909 0.44899
H -4.48697 2.05360 -0.91120
H -3.15728 1.60824 1.56531
H 0.12040 -0.95482 -2.37341
H 0.31780 1.21155 1.55536
H -1.09017 3.18258 0.25863
H 0.13906 3.39608 1.45560
H -2.68981 3.23931 2.51576
H -2.09552 4.67002 1.72125
H -1.24248 4.08921 3.12019
H -4.73176 -1.28318 -5.74130
H -3.82941 0.22009 -5.73476
H -5.50892 0.01995 -3.48601
C 0.57925 -3.59153 -5.59408
O 1.31658 -3.44026 -4.39390
C 0.76468 -4.11202 -3.26689
C 1.61156 -5.30403 -2.86848
N 1.53155 -6.37338 -3.85594
C 2.51499 -7.44030 -3.68769
C 3.99825 -7.09067 -3.77281
O 4.44427 -6.70691 -5.05959
C 4.21807 -5.35295 -5.40565
H 0.97369 -2.87040 -6.30970
H 0.69732 -4.59397 -6.02213
H -0.48133 -3.38740 -5.43833
H -0.27284 -4.40029 -3.44293
H 0.77203 -3.39676 -2.43960
H 1.25732 -5.68377 -1.90506
H 2.63995 -4.94312 -2.73190
H 1.64025 -5.97740 -4.77951
H 2.31173 -8.18258 -4.46377
H 2.32908 -7.93088 -2.72660
H 4.55441 -8.00116 -3.53394
H 4.29818 -6.34560 -3.02585
H 4.29126 -4.69200 -4.53863
H 3.24648 -5.21817 -5.88801
H 4.98355 -5.06577 -6.12707
C 5.62351 5.19967 5.78068
O 5.32405 3.83069 5.97000
C 4.68022 3.52888 7.20200
C 3.23221 3.13635 6.99298
N 2.42477 4.27146 6.56387
C 1.08690 3.92673 6.08795
C 0.95254 3.01087 4.87511
O 1.38490 3.58211 3.65163
C 2.77926 3.52441 3.40525
H 6.29305 5.27223 4.92504
H 4.72691 5.79079 5.56354
H 6.12632 5.62199 6.65502
H 4.76623 4.36070 7.90701
H 5.20652 2.67187 7.63127
H 2.83079 2.75191 7.93532
H 3.21947 2.31696 6.26218
H 2.91218 4.76341 5.82770
H 0.58920 4.86845 5.84135
H 0.52898 3.48400 6.91903
H -0.11243 2.80983 4.74291
H 1.42498 2.03339 5.02712
H 3.22894 2.61928 3.81934
H 3.29292 4.40429 3.80004
H 2.92351 3.52039 2.32375

Cartesian forces (eV/Å) of the 2 atoms listed first:
C -0.461 -0.033 0.004
C 0.343 0.098 0.120

Its structure (SMILES) is CCCNc1c2c(cc(F)c1[C@H](Cl)CC)C(=O)C(CON=O)=CC2=O.COCCNCCOC.COCCNCCOC. The calculation puts the LUMO energy at -0.03616 Eh. The orbital gap comes out at 7.42 eV. The value obtained for the calculated total energy is -2514.57533 hartree. For the HOMO energy, the calculation gives -8.4 eV.

---

No. 3
Molecular formula: C29H48EuNP3S2
Method: DFT, ωB97M-V with the def2-TZVPD basis set

Element x y z (Å)
Eu -0.54147 -0.30912 0.00602
P 2.00761 1.15471 1.05874
P -2.16605 2.02309 0.15090
P 0.60642 0.96213 -2.39792
H -0.89146 -3.32606 -0.96196
C -0.04787 -2.93482 -1.55157
C 1.17196 -2.81469 -0.97348
H 1.31194 -3.12822 0.06938
C 2.57759 0.78312 2.76755
C 2.06067 2.99890 1.15146
C 3.59107 0.85974 0.16849
C -3.67476 1.35442 -0.68189
C -2.81635 2.46070 1.80839
C -1.94858 3.64521 -0.65791
C 1.76594 -0.07634 -3.36613
C 1.30328 2.63518 -2.67765
C -0.87997 1.01618 -3.48420
H -0.22780 -2.74902 -2.62432
H 2.07310 -2.52144 -1.53244
H 2.69578 -0.30512 2.87298
H 1.83172 1.11752 3.50272
H 3.54241 1.27429 2.97468
H 1.23773 3.33561 1.78995
H 1.92493 3.41871 0.15050
H 3.01668 3.32939 1.57463
H 3.77078 -0.22095 0.13954
H 4.41569 1.35786 0.69398
H 3.52047 1.23284 -0.85894
H -4.45473 2.11532 -0.58363
H -3.98299 0.42015 -0.19147
H -3.46092 1.14718 -1.73760
H -3.68280 3.11689 1.66663
H -2.02740 2.96312 2.38262
H -3.09919 1.54600 2.34773
H -2.84320 4.24242 -0.43916
H -1.81770 3.50944 -1.74033
H -1.04918 4.12384 -0.24379
H 1.85307 0.27108 -4.41062
H 1.42607 -1.12447 -3.36684
H 2.75846 -0.05302 -2.88780
H 1.37128 2.84916 -3.75560
H 2.30314 2.70128 -2.22679
H 0.66216 3.38741 -2.19645
H -0.59526 1.32113 -4.50258
H -1.62927 1.71694 -3.09088
H -1.34758 0.02072 -3.53212
C -0.61130 -2.77212 -6.79595
C -1.73659 -2.92384 -7.63147
C -1.99785 -4.15630 -8.24072
C -1.10212 -5.22570 -8.08742
C 0.08684 -5.04564 -7.35993
C 0.34544 -3.81306 -6.75803
S -0.31248 -1.40374 -5.77022
H -1.48048 -0.70531 -5.67907
H -2.41193 -2.08478 -7.76641
H -2.90936 -4.30801 -8.82447
H -1.31845 -6.20449 -8.52897
H 0.80401 -5.86482 -7.24145
H 1.27410 -3.65381 -6.20682
N -0.53902 -1.04396 2.26433
S -1.65868 -1.31566 3.39522
C -1.02010 -2.66940 4.41017
C -1.82815 -3.80286 4.59327
C -1.38980 -4.84498 5.42707
C -0.13165 -4.76502 6.03764
C 0.67641 -3.64108 5.83763
C 0.22954 -2.59282 5.02308
C -1.55554 -0.02827 4.64661
C -0.80227 1.11972 4.42952
C -0.62306 2.04591 5.46034
C -1.22755 1.83388 6.70447
C -2.03803 0.71280 6.90508
C -2.21540 -0.21716 5.87706
H 0.34619 -1.47495 2.55949
H -2.78188 -3.84792 4.07908
H -2.03043 -5.71006 5.57194
H 0.21008 -5.58817 6.66345
H 1.66647 -3.59371 6.30796
H 0.87333 -1.72181 4.87497
H -0.31876 1.25758 3.45299
H 0.00375 2.92951 5.30313
H -1.07599 2.53575 7.52064
H -2.52879 0.54131 7.86717
H -2.81285 -1.10802 6.02179

Cartesian forces (eV/Å) of the 2 atoms listed first:
Eu 1.099 -0.311 0.972
P 1.084 0.632 0.482

The value obtained for the energy above the lowest of the compared OMol25 structures with the same formula, charge and spin is 0.0 kJ/mol. The calculation puts the LUMO energy (spin up / spin down) at -0.43246 / -0.33043 Eh. As for the spin multiplicity: 7. As for the charge: +3. The orbital gap (spin up / spin down) comes out at 2.08 / 5.06 eV. The value obtained for the calculated total energy is -3718.35466 hartree. For the HOMO energy (spin up / spin down), the calculation gives -13.8 / -14.1 eV.

---

No. 4
Molecular formula: C29H48N2OPtSSi
Method: DFT, ωB97M-V with the def2-TZVPD basis set

Element x y z (Å)
Pt 0.20118 -1.04899 0.10789
C 2.49362 -2.87286 -0.32671
C 3.13578 -2.34340 0.96795
C 2.27623 -2.48392 2.23148
C 3.75449 -0.97731 0.67361
C 5.13225 -1.09811 0.45872
C 5.94026 -0.04109 0.11625
C 5.35891 1.20487 0.02881
C 3.99633 1.39366 0.21054
C 3.56581 2.85188 0.13779
C 2.98010 3.31081 1.47604
C 2.70225 3.15448 -1.08670
C 3.13380 0.29285 0.49224
N 1.72683 0.58513 0.42733
C 0.84342 0.51556 1.41240
C -0.54023 1.25534 1.53561
C -1.34196 0.45462 2.50150
C -2.54880 0.17449 1.95384
C -2.60940 0.64405 0.62924
N -1.41750 1.23089 0.33507
C -3.85435 0.61563 -0.22132
C -4.74619 -0.55404 0.22745
C -3.57144 0.44734 -1.71398
C -4.63706 1.92275 0.00131
H 2.09498 -3.87691 -0.17916
H 3.23433 -2.89752 -1.12914
H 1.66218 -2.19966 -0.68025
H 3.98347 -3.00036 1.17358
H 1.25700 -2.14234 2.08817
H 2.73034 -1.93582 3.06097
H 2.22509 -3.53918 2.51134
H 5.58162 -2.07780 0.56332
H 6.99821 -0.18156 -0.06269
H 5.97719 2.06355 -0.20507
H 4.48237 3.43008 0.00161
H 2.12535 2.70687 1.75872
H 2.67647 4.35999 1.43604
H 3.73780 3.20652 2.25464
H 1.83563 2.50565 -1.12933
H 3.28619 2.98346 -1.99254
H 2.38161 4.20031 -1.08350
H 1.18125 0.25089 2.41991
H -1.02880 0.27886 3.51936
H -3.34713 -0.34146 2.46104
H -4.21856 -1.50460 0.14532
H -5.62760 -0.59543 -0.41139
H -5.08863 -0.43034 1.25605
H -2.83399 -0.33080 -1.87966
H -3.19332 1.36257 -2.16087
H -4.49252 0.17685 -2.23114
H -4.87567 2.06743 1.05714
H -5.57145 1.88069 -0.55974
H -4.07188 2.78587 -0.35191
O -0.67036 0.83648 -2.22547
S -0.42629 1.65650 -1.04393
C -0.45578 2.73544 2.03564
C -0.30863 3.81454 0.94977
C -1.53548 3.92689 0.00613
C -1.29804 3.25314 -1.34863
H 0.36708 2.80916 2.74849
H -1.37253 2.94234 2.59849
H 0.58832 3.62939 0.35996
H -0.15361 4.76694 1.45918
H -1.79107 4.97546 -0.15829
H -2.39444 3.46889 0.49677
H -0.57936 3.82525 -1.93876
H -2.20579 3.10612 -1.93154
C -2.30262 -5.28681 -1.02442
Si -1.31718 -3.72956 -1.50551
C -2.32588 -2.90341 -2.87577
C 0.25421 -4.41080 -2.31859
C -1.04480 -2.71323 0.04926
H -2.49301 -5.90436 -1.90650
H -3.26875 -5.03654 -0.57909
H -1.75384 -5.89798 -0.30428
H -2.45748 -3.61001 -3.69856
H -1.83528 -2.01452 -3.27691
H -3.32030 -2.61722 -2.52615
H -0.02820 -4.98956 -3.20177
H 0.79341 -5.08327 -1.64921
H 0.94285 -3.62773 -2.64082
H -0.66311 -3.40341 0.81372
H -2.01984 -2.35855 0.40964

Cartesian forces (eV/Å) of the 2 atoms listed first:
Pt 1.034 0.667 0.884
C -0.152 0.153 0.103

The value obtained for the energy above the lowest of the compared OMol25 structures with the same formula, charge and spin is 403.6 kJ/mol. The calculation puts the LUMO energy (spin up / spin down) at -0.03831 / -0.04057 Eh. The orbital gap (spin up / spin down) comes out at 5.53 / 5.38 eV. The value obtained for the calculated total energy is -2125.41339 hartree. For the HOMO energy (spin up / spin down), the calculation gives -6.6 / -6.5 eV.

---

No. 5
Molecular formula: C29H48N4O2PPd
Method: DFT, ωB97M-V with the def2-TZVPD basis set

Element x y z (Å)
Pd 0.35182 -0.73229 2.52524
N -1.74978 -1.41988 2.43372
C -1.94756 -2.78234 1.88062
C -1.05890 -3.80676 2.57652
C 0.36830 -3.75513 2.11329
O 0.93867 -4.93155 2.04622
O 0.96548 -2.72759 1.79389
H -2.12534 -1.39286 3.37840
H -2.31678 -0.76341 1.90189
H -1.72489 -2.74905 0.81470
H -2.98871 -3.08550 1.99105
H -1.43486 -4.81394 2.40441
H -1.06343 -3.66045 3.66277
C 2.94262 -2.90862 4.53544
C 2.09132 -2.11832 5.47023
C 2.40563 -2.18027 6.92661
P 1.21137 -0.71748 4.78930
C 0.01302 -0.08354 6.01507
C -1.00973 -1.16174 6.37096
C -0.65049 1.18056 5.46772
C 2.45971 0.59451 4.56087
C 3.11784 1.19364 5.60711
C 4.12076 2.15679 5.38962
C 4.84156 2.79497 6.52932
C 4.44369 2.49855 4.06130
C 3.80641 1.92466 2.99639
C 2.78336 0.95435 3.21277
N 2.10797 0.38622 2.21452
C 2.34538 0.72781 0.85247
C 1.55603 1.72421 0.27231
C 0.52496 2.45949 1.08518
C 1.77608 2.02913 -1.06331
C 2.74530 1.36988 -1.81436
C 2.99198 1.74185 -3.24847
C 3.49905 0.37248 -1.20028
C 3.31789 0.03042 0.13136
C 4.13886 -1.04131 0.79286
H 2.85191 -3.97975 4.74328
H 4.00031 -2.66264 4.69217
H 2.71223 -2.72364 3.48689
H 1.85831 -4.85377 1.72429
H 3.32785 -1.62483 7.14416
H 2.59630 -3.21361 7.22411
H 1.61963 -1.78191 7.56636
H 0.58804 0.17415 6.91039
H -1.62424 -1.42067 5.50415
H -1.68332 -0.78931 7.14240
H -0.54793 -2.07701 6.74051
H -1.22309 0.96278 4.55936
H 0.07342 1.96231 5.23567
H -1.35003 1.58001 6.20168
H 2.87627 0.92677 6.63009
H 4.42967 2.50000 7.49159
H 4.79852 3.88255 6.44822
H 5.89902 2.52066 6.50763
H 5.21435 3.23864 3.88482
H 4.05598 2.20379 1.98097
H -0.18269 1.77328 1.57168
H -0.05791 3.13072 0.45827
H 0.98281 3.05457 1.87850
H 1.18123 2.80621 -1.52949
H 3.82385 2.44474 -3.32186
H 2.11702 2.21726 -3.68878
H 3.25076 0.86744 -3.84412
H 4.25334 -0.15192 -1.77573
H 4.81554 -1.50489 0.07852
H 3.49744 -1.81934 1.21391
H 4.74297 -0.63722 1.60876
N -7.35923 0.84961 -13.08109
C -6.03589 0.13099 -12.99175
C -5.75607 -0.20257 -11.52945
N -5.81847 0.94520 -10.64720
C -7.06382 1.67494 -10.77569
C -7.39252 2.08019 -12.20947
H -8.10476 0.21367 -12.78744
H -7.55786 1.10032 -14.05040
H -5.28997 0.81021 -13.40326
H -6.09812 -0.75757 -13.61784
H -4.77645 -0.67268 -11.46283
H -6.48486 -0.94479 -11.18529
H -5.01018 1.54680 -10.74016
H -7.03669 2.57223 -10.15984
H -7.87468 1.05024 -10.38486
H -6.65056 2.76540 -12.61823
H -8.38206 2.52490 -12.30132

Cartesian forces (eV/Å) of the 2 atoms listed first:
Pd -0.015 -0.030 0.072
N -0.018 0.001 -0.039

The value obtained for the energy above the lowest of the compared OMol25 structures with the same formula, charge and spin is 30.8 kJ/mol. The calculation puts the LUMO energy (spin up / spin down) at -0.41176 / -0.32899 Eh. As for the spin multiplicity: 5. As for the charge: +3. The orbital gap (spin up / spin down) comes out at 2.94 / 5.68 eV. The value obtained for the calculated total energy is -1971.71060 hartree. For the HOMO energy (spin up / spin down), the calculation gives -14.1 / -14.6 eV.